119
Properties=species:S:1:pos:R:3:forces:R:3 method="wB97M-V/def2-TZVPD" fmax_ev_per_a=0.9 total_energy_ev=-202909.256 charge=+1 e_homo_ha="-0.3837 / -0.3866" de_lowest_kcal_mol=69.7
C -3.0395 -3.4714 -7.1623 0.020 0.004 -0.012
H 1.0398 -2.8670 -2.1949 0.031 0.004 -0.026
C -4.7741 2.0140 3.1951 -0.066 0.050 0.010
C -5.4055 2.0335 0.8660 0.116 -0.033 0.138
C 0.5262 -3.7428 -1.8154 -0.082 -0.040 0.016
H 4.9853 -4.7354 1.9754 -0.013 -0.005 -0.001
C -0.6772 5.4526 -2.9403 0.051 -0.065 -0.027
H -3.2602 -3.7038 -8.1961 -0.004 0.001 -0.002
H 6.7784 -1.5551 2.1350 0.007 -0.003 -0.009
C -3.3259 -2.1668 -0.1320 -0.088 0.044 -0.031
C -5.7472 2.1069 2.2093 0.015 0.000 -0.016
C 4.4229 2.4154 4.1118 -0.043 -0.019 -0.026
H 5.6993 2.4160 0.8852 0.010 -0.005 -0.008
H -0.1265 0.2841 4.2207 0.009 -0.001 -0.005
H -6.8458 -1.6855 -1.6026 -0.008 -0.002 -0.008
C -5.8553 -1.8119 -1.1847 0.022 -0.006 -0.049
Ge -1.9322 -2.3786 -2.6796 0.139 -0.104 -0.072
C 5.7381 2.4630 1.9748 -0.044 0.023 0.012
O 2.4093 1.6237 -2.8936 -0.121 0.029 0.203
Pb -0.7277 2.1167 0.6882 -0.524 0.736 -0.232
H 3.3466 -4.1891 2.3023 -0.005 -0.008 -0.003
H 4.1483 4.4811 2.3292 0.038 0.012 -0.042
C -0.6528 -0.9005 -2.9982 -0.124 0.035 0.135
H -4.9218 -1.9469 -3.1002 -0.031 0.016 0.002
C -3.6107 -2.3582 -6.5622 -0.021 0.001 0.008
C -0.6873 4.8506 -1.6874 0.011 0.122 -0.094
C 0.6307 -5.9176 -0.7926 0.018 0.001 0.005
H 4.0618 -2.9035 4.3515 0.005 -0.013 0.005
H 2.2346 -2.5532 1.3822 0.021 -0.021 0.026
C -4.7638 -1.9554 -2.0307 0.009 0.027 0.070
H -1.0134 3.8263 4.7737 -0.010 0.001 0.008
H 6.4157 1.6875 2.3269 0.010 -0.011 0.021
C -1.2956 0.3971 -3.4914 0.083 0.023 0.164
H -6.7830 2.2294 2.4959 -0.016 -0.012 0.012
C -0.8656 -3.8129 -1.8782 -0.032 -0.004 -0.022
C 5.0284 -2.7456 3.8705 0.005 0.031 -0.055
H 0.1813 5.3637 -4.9056 -0.020 -0.023 -0.011
C 0.1408 4.9175 -3.9217 0.034 -0.069 0.045
H 3.4365 2.3123 4.5691 0.001 0.015 0.003
H 0.0046 -1.3083 -3.7713 0.034 0.011 0.011
C 1.2705 -4.7874 -1.2813 0.031 0.019 0.012
H 5.6711 -3.5960 4.1014 0.004 -0.004 0.011
H -3.7951 1.7562 -0.5471 0.027 0.069 0.091
C 0.8401 3.2925 -2.3276 0.160 -0.008 -0.193
C -4.4130 -2.0245 0.7195 -0.004 0.036 0.011
H 2.3522 -4.7253 -1.2624 0.008 -0.010 0.013
H 1.2099 -6.7364 -0.3846 -0.005 0.004 0.003
C 4.3255 2.3623 2.5765 0.053 0.046 -0.016
H -4.2767 -1.7198 -7.1288 -0.008 0.000 0.004
H -0.5226 1.1042 -3.8060 0.009 -0.013 -0.107
O -2.5436 6.1580 -0.7618 0.142 -0.051 -0.021
C 4.2789 -3.9237 1.8017 0.008 0.008 0.046
H 2.8478 0.8164 -2.5824 -0.026 0.011 -0.009
H 5.0617 1.6200 4.4986 0.002 -0.001 0.001
O 1.5136 1.5381 -0.8430 0.156 -0.103 0.119
C 2.2933 0.8639 1.8474 0.023 0.165 0.119
H -1.6468 4.0204 3.1238 0.008 0.007 0.013
H 5.4656 -0.0310 2.6654 0.030 -0.020 0.044
C 3.9677 -1.4290 2.0812 -0.122 0.004 -0.040
C 1.6080 2.0665 -1.9174 0.042 0.180 -0.586
H -4.2744 -2.0725 1.7930 0.015 0.007 -0.003
C -2.0848 1.0358 -2.3579 -0.005 -0.043 -0.197
H -1.2283 -4.6259 -4.5482 0.003 -0.015 -0.016
H -2.5749 -5.0285 -1.4092 -0.004 -0.017 0.005
C 3.6991 1.0176 2.2036 -0.021 -0.081 0.129
C -2.4051 1.6491 3.9578 0.034 0.059 0.000
H -5.0522 2.0558 4.2424 -0.033 0.006 0.006
H -1.2572 -6.8805 -0.4607 -0.006 0.004 0.001
C 6.2494 -2.4039 1.7026 -0.029 0.008 -0.007
C -1.4931 -4.9555 -1.3787 0.032 0.031 0.018
C 1.8491 -0.4804 1.5312 -0.210 -0.090 -0.171
H -2.3507 -2.3604 0.2888 0.213 -0.021 0.118
N 0.0862 3.8209 -1.3804 0.143 0.112 -0.095
H 0.9180 1.7157 4.2013 0.010 0.006 -0.005
C -0.7545 -5.9995 -0.8387 0.002 0.008 -0.008
H -2.7368 2.1818 4.8602 0.009 -0.059 0.064
H -3.7806 -1.1849 -4.7840 0.004 0.013 -0.020
C -5.6822 -1.8402 0.1911 0.026 0.017 0.026
H -2.3859 0.5857 4.2080 0.021 -0.017 -0.043
H 6.1725 3.4223 2.2569 0.013 0.002 -0.011
C -0.8993 3.5051 3.7295 -0.019 -0.036 -0.057
C -4.0658 1.8866 0.5007 -0.067 -0.034 -0.149
H -2.5936 6.4451 -1.6828 0.030 -0.051 0.055
H 6.1652 -2.2443 0.6263 0.004 -0.013 -0.005
C -1.8996 -3.9846 -5.1089 -0.071 0.013 0.027
O -1.4549 4.7490 0.5292 -0.197 0.052 0.420
C -3.4792 -2.1179 -1.5156 -0.003 -0.003 -0.057
O -1.3548 1.6560 -1.4824 0.006 -0.266 0.130
C -3.4244 1.8617 2.8724 -0.068 0.035 0.004
H -6.1602 2.0705 0.0925 -0.033 0.005 -0.004
H -0.2754 1.5171 5.4930 -0.016 -0.009 0.018
O -3.2993 0.9338 -2.3175 -0.236 0.046 -0.103
C 0.8978 3.7957 -3.6231 0.008 0.029 0.104
H 0.0924 3.8022 3.3843 0.013 0.007 -0.014
O 1.4888 1.8173 1.8682 0.169 -0.262 0.123
H -1.9597 0.1984 -4.3311 0.008 0.084 -0.022
C -0.0838 1.3554 4.4231 0.005 0.080 0.061
H -1.7323 -5.1514 -6.9011 0.001 0.000 0.000
H 4.0932 -3.8660 0.7292 -0.007 -0.012 -0.073
C -3.3294 -2.0621 -5.2354 0.016 -0.035 -0.036
H -6.5347 -1.7331 0.8495 -0.005 0.002 0.002
C 2.6356 -1.5830 1.6367 0.189 0.071 0.013
C -2.1813 -4.2831 -6.4356 -0.008 -0.021 0.020
H -0.0434 -0.7010 -2.1121 -0.012 -0.018 0.006
H 4.8411 3.3745 4.4206 0.012 0.000 0.007
C 4.4422 -0.1284 2.3380 0.004 0.000 -0.093
N -1.0537 2.0577 3.5887 0.026 -0.061 0.071
C 3.5533 3.5978 2.0952 -0.080 -0.022 0.046
Br 0.0625 -0.7063 0.9372 0.183 -0.608 0.185
H 1.5183 3.3203 -4.3672 0.033 0.006 0.003
H 2.5883 3.7011 2.5855 0.081 0.022 -0.018
H 5.4805 -1.8495 4.2982 0.010 -0.010 0.005
H -1.2705 6.3273 -3.1728 -0.047 -0.015 0.047
H 3.3847 3.5716 1.0172 -0.014 0.012 -0.008
C -3.1611 1.8373 1.5261 -0.046 -0.124 -0.135
C -2.4741 -2.8754 -4.4881 0.036 0.005 0.025
H 6.8640 -3.2888 1.8691 0.009 -0.002 -0.007
C 4.8697 -2.6213 2.3420 0.000 -0.016 0.068
C -1.5863 5.2550 -0.5521 -0.108 0.142 -0.112

29
Properties=species:S:1:pos:R:3:forces:R:3 method="wB97M-V/def2-TZVPD" fmax_ev_per_a=7.2 total_energy_ev=-13596.972 charge=+1 e_homo_ha=-0.4258 de_lowest_kcal_mol=87.0
H -3.1385 0.7200 0.4740 -0.655 2.289 1.613
H 0.1156 -2.1959 1.4282 -0.054 -0.045 0.285
O 3.0807 -0.7425 0.1733 1.524 -2.585 -0.397
C -0.2278 1.7556 0.5306 -0.279 0.956 0.732
H -1.0623 -1.1822 -0.6262 -0.225 0.189 0.342
H 1.8882 0.8762 -2.0142 -0.622 -1.021 0.308
N 0.1586 -1.5922 2.2330 -0.708 2.487 -3.303
H 3.4954 -1.5433 -0.2738 -0.692 1.667 0.143
O -0.1441 -1.2194 -2.7665 0.844 6.825 2.224
H -1.7072 -1.3749 0.9559 0.124 1.090 -1.091
H 1.7119 2.6329 -0.3131 -2.382 -0.463 -1.442
H -0.7488 -0.9878 -2.0466 -0.296 -1.269 -0.996
C -1.4752 -0.5538 0.1865 0.129 -2.544 0.904
C 0.0265 -0.2100 2.0073 1.249 -1.308 3.334
C -0.4484 0.3156 0.8977 -1.338 0.435 -1.834
H 0.2979 -1.9985 3.0796 0.351 -0.984 2.793
H 0.6508 -0.0614 -1.1033 1.766 0.889 -0.535
H 3.1377 -1.0730 1.0713 -0.255 0.436 0.749
H 0.1286 2.4802 -1.4887 0.481 0.279 -0.959
H -2.7080 0.4763 -1.2710 -0.132 0.363 1.134
H -1.2128 2.2648 0.3998 0.765 -0.278 -0.450
C -2.7885 0.0645 -0.2263 1.063 -0.665 -3.189
N 1.4166 0.6761 -1.1138 -1.734 2.448 -0.597
H 0.1471 2.2046 1.4763 0.252 0.083 -0.822
H 0.2205 0.3988 2.9365 0.592 -0.465 -1.272
H 2.1517 0.4420 -0.4224 -0.499 -0.332 -0.213
C 0.7623 2.0672 -0.7356 1.533 -1.775 4.233
H -3.6055 -0.6172 -0.3350 -0.155 -1.088 0.061
H -0.1232 -2.0227 -3.1137 -0.648 -5.614 -1.756

125
Properties=species:S:1:pos:R:3:forces:R:3 method="wB97M-V/def2-TZVPD" fmax_ev_per_a=1.3 total_energy_ev=-131220.944 charge=+1 e_homo_ha=-0.3792 de_lowest_kcal_mol=0.0
P -1.9854 2.2826 -1.7780 0.150 -0.026 0.169
H 3.3092 -7.1280 -2.9696 0.011 0.020 -0.002
C 4.2361 -2.7355 -2.1371 0.001 -0.021 0.069
H -3.1212 -1.1435 2.8932 0.031 -0.002 0.014
O 3.5591 -2.0213 1.5817 0.229 -0.275 0.198
H 0.3025 2.3479 5.5846 0.017 0.016 -0.014
H -4.7867 -3.3734 -1.5899 0.026 0.033 0.020
H 0.7823 -3.7861 -3.1183 0.000 0.012 0.007
C 3.6875 -5.2644 -1.1373 -0.004 -0.025 0.031
C -4.1497 -2.6599 -1.0809 -0.016 -0.002 0.076
C -2.4925 -0.8092 0.2145 -0.076 -0.256 0.182
C 3.1828 -0.1236 4.4702 0.113 0.010 0.007
H 1.4971 -0.3313 -4.2296 -0.018 -0.017 0.023
H -2.4690 4.4508 -2.7603 -0.096 0.071 -0.027
H 2.0619 2.3618 5.4034 -0.006 0.013 -0.018
H -0.7718 -4.3506 -2.4949 -0.023 -0.003 0.020
C 3.7564 -4.1859 -0.2636 0.018 0.017 -0.152
H 2.5819 -1.0327 4.4881 -0.015 0.023 -0.001
H -3.1565 1.6865 2.9895 0.016 0.047 -0.009
H 0.8602 0.0321 5.5481 -0.002 0.013 -0.011
C -3.5236 1.7415 -2.6856 -0.166 -0.036 0.095
C 2.9213 0.7224 3.2280 0.052 0.044 -0.018
H 1.5479 -2.0293 -3.7628 0.006 0.006 -0.026
C -3.8617 -0.8846 0.5074 0.136 -0.320 0.308
C 3.5660 0.6154 -1.0961 -0.264 -0.577 0.276
H -0.2770 0.1710 -2.6904 -0.040 0.071 0.028
H 3.0211 0.4237 5.3990 -0.008 -0.012 -0.001
C -1.1029 -1.4030 -3.8639 0.007 0.016 -0.079
H 0.5978 3.4292 0.0886 0.012 -0.032 -0.124
P 1.1845 1.2257 2.7917 -0.558 0.104 0.175
O 1.1293 -1.4772 1.6516 -0.021 -0.080 0.128
H 0.6559 -1.6885 2.4685 -0.195 0.290 -0.115
H -3.1224 1.3563 -3.6270 0.049 -0.028 -0.087
H -2.9133 -1.9211 5.2027 0.027 0.027 -0.022
C -2.6421 2.8650 -0.1593 -0.171 0.012 -0.026
C -4.0547 4.3589 1.1388 0.028 -0.027 -0.031
O 1.2393 1.2183 -1.1152 0.887 0.706 -0.606
C -0.4352 3.4810 3.2782 -0.002 -0.035 0.006
H -3.4625 4.7211 -0.8752 -0.033 -0.025 -0.035
H -4.9811 0.1468 -2.5483 -0.025 0.062 -0.002
C -4.6810 -1.8068 -0.1175 0.065 -0.137 0.134
H 4.1126 0.2311 -1.9542 -0.008 -0.033 -0.119
C -1.0942 3.4790 -4.0915 0.007 0.070 -0.018
C -2.4960 2.0284 0.9660 0.063 0.210 0.182
H 3.1443 -5.9990 -4.3213 0.011 -0.001 0.019
H -4.5504 3.6980 3.1227 0.032 -0.008 -0.029
C 4.1573 -3.8185 -2.9903 -0.004 -0.031 -0.051
N 2.9702 -0.4677 -0.2383 0.429 0.718 -0.128
C -1.5676 3.8452 -2.6815 0.094 -0.038 -0.042
H 4.4640 -1.7535 -2.5318 0.027 -0.062 0.013
C -1.9722 -1.6609 -0.7569 -0.009 -0.260 0.107
H -0.3437 -3.2934 1.0562 0.017 0.038 0.031
H 1.9018 4.1196 0.4654 0.005 0.007 -0.052
C 1.1378 2.8464 5.0913 0.049 0.050 0.031
H 3.7178 2.6201 3.9931 -0.004 -0.004 0.009
C -4.5722 2.8025 -3.0081 -0.018 -0.037 -0.042
C -2.1291 -1.3112 4.7700 -0.024 0.008 -0.032
Ti 1.0791 0.1991 0.3561 -0.348 -0.823 0.267
H -0.1675 2.8993 -4.0422 -0.037 -0.001 0.002
O 5.3751 -0.9636 0.2671 -0.036 -0.016 0.069
C 0.4266 -3.2657 -1.0119 0.087 -0.029 0.063
C -0.0790 -0.8891 -2.8574 0.193 -0.096 -0.089
H 2.0996 -0.8043 -2.6374 -0.012 -0.033 -0.003
H -4.2098 3.5738 -3.6889 0.029 0.004 0.053
H 4.7384 -6.5556 -3.8289 -0.012 0.017 0.011
C 2.4765 1.5435 -1.5940 -0.268 -0.297 0.421
C 3.8703 -5.0972 -2.5067 -0.074 -0.062 -0.035
H -2.4212 -3.2338 -2.1737 0.026 -0.006 -0.001
Si -1.3925 0.4875 1.0208 -0.364 -0.368 0.307
H 4.3236 -3.6746 -4.0529 -0.025 -0.005 0.052
H 3.4843 -6.2550 -0.7437 -0.001 0.062 -0.025
C -0.1677 -3.9653 0.2211 0.008 -0.066 -0.097
C -3.2181 2.3407 2.1261 -0.029 0.074 -0.082
H 3.5995 -4.3188 0.7981 0.011 0.002 -0.010
H 1.4953 -3.1239 -0.8503 0.064 -0.031 0.021
O 1.3540 3.3568 0.6845 0.181 0.242 -0.049
H -4.2971 -0.1904 1.2213 0.025 -0.028 -0.062
H -4.5895 0.8904 -0.9934 0.025 0.078 -0.213
H 4.2300 -0.4345 4.4481 -0.028 0.019 0.021
H 0.7157 -5.1376 -1.9974 -0.018 0.032 -0.031
H -0.3827 5.6385 -2.4598 0.004 -0.056 0.017
H 0.4767 4.1625 -2.0411 -0.066 -0.002 0.101
H -2.1268 -1.2392 -3.5308 0.010 0.007 -0.008
H 4.2740 1.2244 -0.5408 0.095 0.052 0.127
H -3.4495 -0.2351 -1.7452 -0.373 0.553 -0.406
H 2.0693 -1.8038 1.7395 0.327 -0.228 -0.037
H 0.5113 -4.7551 0.5530 -0.042 0.015 -0.032
H -1.8345 2.8992 -4.6444 -0.006 0.012 0.005
C 0.9348 2.8849 3.5753 0.025 0.076 -0.067
H -0.8883 4.3845 -4.6685 0.003 -0.046 0.032
C 1.3499 -1.0225 -3.3965 -0.039 0.019 -0.015
C 3.7551 -6.2614 -3.4563 0.057 0.063 0.074
P -0.1968 -1.5338 -1.1327 -0.538 0.344 0.004
H 1.6918 3.5190 3.1194 0.070 0.021 -0.004
S 4.0625 -1.5360 0.3005 -0.038 0.359 -0.233
H 3.1984 0.0954 2.3848 0.015 -0.066 -0.022
H -4.9518 3.2802 -2.1030 0.022 0.001 0.004
H -1.1256 -4.4242 -0.0285 0.016 0.007 -0.006
C -0.0049 -0.2130 4.9509 -0.030 -0.015 -0.010
C -1.0143 -0.9754 5.5217 0.011 0.011 0.012
C -0.4944 4.6665 -1.9711 0.099 -0.027 -0.039
H -1.2217 2.8622 3.7109 0.005 0.028 0.014
H -0.7487 4.8621 -0.9255 0.014 -0.018 0.002
H 4.8809 1.5986 3.1511 -0.017 0.006 0.001
C -4.0008 3.4833 2.2136 0.006 -0.046 -0.033
O 2.6944 2.4863 -2.2840 -0.164 0.265 -0.293
C -2.2412 -0.8646 3.4592 0.047 0.072 0.038
C -0.1018 0.2236 3.6275 -0.127 -0.098 -0.092
H 3.6928 2.5154 2.2298 -0.019 -0.020 0.000
H 1.1664 3.8751 5.4574 -0.005 -0.030 0.021
H -5.4230 2.3195 -3.4957 0.006 0.033 -0.004
C 3.8456 1.9441 3.1487 0.048 -0.040 -0.014
H -0.5050 4.4706 3.7379 0.021 -0.047 -0.018
H -0.9710 -2.4631 -4.0887 -0.019 0.028 0.016
H -0.6276 3.5872 2.2137 0.002 -0.004 -0.004
C 4.0151 -2.9217 -0.7746 0.044 -0.171 -0.133
H -4.6312 5.2745 1.2057 0.037 -0.046 -0.009
H -0.9231 -1.3097 6.5483 0.002 0.010 -0.051
C -2.8068 -2.5832 -1.4028 0.034 -0.038 0.068
C 0.2699 -4.1681 -2.2387 0.098 -0.053 0.031
C -4.1682 0.5658 -1.9496 0.103 0.188 -0.286
H -0.9687 -0.8509 -4.7983 -0.004 -0.038 0.010
C -3.3911 4.0390 -0.0377 -0.011 -0.008 0.049
C -1.2503 -0.0794 2.8568 0.039 -0.050 0.176
H -5.7358 -1.8525 0.1263 0.034 0.007 -0.016

19
Properties=species:S:1:pos:R:3:forces:R:3 method="wB97M-V/def2-TZVPD" fmax_ev_per_a=0.9 smiles=NCCCCC[O-] total_energy_ev=-8916.569 charge=-1 e_homo_ha=-0.0825 de_lowest_kcal_mol=11.4
H -0.9307 -1.8875 -1.6647 0.079 -0.125 0.066
O 1.1797 -0.5050 2.9442 0.054 -0.089 0.256
H -0.6512 0.6011 1.4718 -0.145 -0.199 -0.039
C 1.3267 -0.2558 1.6538 0.237 0.244 -0.831
C 0.2608 -0.1742 -1.2657 -0.393 -0.087 -0.742
H -2.3223 -0.2130 0.1958 -0.035 0.114 -0.067
C 0.3717 1.0857 -0.4118 0.540 -0.378 0.462
H 1.3288 1.5802 -0.6307 -0.218 0.025 -0.205
H 2.3500 0.1329 1.3134 -0.034 0.020 0.274
H 0.6304 1.7701 1.6071 -0.125 -0.159 -0.015
H -2.2448 0.3444 -1.3225 0.116 0.025 -0.094
C -0.8607 -1.1299 -0.8763 -0.321 0.093 -0.502
H -0.4352 1.7672 -0.6907 0.031 0.164 0.002
H 0.0658 0.0965 -2.3187 -0.060 0.252 0.122
H -0.6438 -1.6525 0.0501 0.026 0.074 0.167
N -2.1867 -0.4984 -0.7666 -0.096 -0.235 0.373
H 1.1778 -0.7483 -1.3522 0.345 -0.013 0.452
H 1.2319 -1.1428 0.9582 -0.161 -0.104 0.240
C 0.3518 0.8293 1.1055 0.159 0.378 0.081

8
Properties=species:S:1:pos:R:3:forces:R:3 method="wB97M-V/def2-TZVPD" fmax_ev_per_a=7.6 total_energy_ev=-11314.454 charge=-1 e_homo_ha=-0.1636 de_lowest_kcal_mol=84.3
H -2.3597 0.9905 -0.2606 -1.450 3.031 0.229
O -0.9823 0.0550 1.0003 1.350 0.294 1.229
O 2.2831 -0.0090 -0.9383 -0.844 -0.298 0.661
O 1.8988 -1.1096 1.0252 0.387 -0.649 0.298
C 1.6796 -0.4047 0.0589 0.111 1.111 0.183
O -0.6652 0.2416 -0.9160 1.865 0.215 -0.138
C 0.1309 0.1895 0.2174 -6.755 -1.007 -3.243
C -1.9851 0.0467 -0.1869 5.337 -2.697 0.782